Entry 1:
The ion C17H21N4O3S with charge -1 at a distorted geometry. Source: OMol25; level of theory: ωB97M-V/def2-TZVPD.

Kohn-Sham gap in eV: 6.579
Largest force on an atom in hartree/bohr: 0.033
HOMO in eV: -3.75
Energy in Eh: -1503.46299
Total charge: -1
Relative energy (zero: lowest compared OMol25 entry of this formula, charge and spin) in eV: 0.502

Each line ends with the Mulliken charge.
Cartesian coordinates (Å):
O 1.64190 2.15355 0.64784  -0.809
H 1.02607 -2.14498 3.39702  0.378
N 1.39953 -0.12754 0.74337  0.052
C 1.29643 -1.94198 2.36819  -0.968
H -1.60342 3.66491 -0.16300  0.369
H -0.23020 2.38937 -1.90236  0.400
C -1.96861 1.60869 0.15868  0.948
N 2.49804 1.50952 3.31917  -0.043
C 1.51022 1.04314 0.09241  0.075
H -1.00884 -1.31234 -1.15790  0.515
C 1.26180 0.95355 -1.45846  0.356
H 4.51836 2.16503 3.72538  0.266
H -2.89103 4.43635 1.86003  0.363
H -4.13910 2.74960 3.23665  0.342
C 3.44746 2.28394 4.08498  -0.954
C -0.17530 1.31303 -1.81179  -1.176
C 2.44060 1.83072 -3.50344  0.794
C -1.49866 -0.45936 -0.65755  -0.790
C -2.07240 2.97032 0.50114  -0.204
H 0.48158 0.05020 2.54928  0.274
H 1.73707 2.00686 2.86613  0.266
C -2.87988 3.38432 1.59315  -0.790
H 2.26077 -2.39584 2.23673  0.335
H 1.48739 -0.07812 -1.70707  0.317
N -2.27819 -0.57399 0.47555  -0.079
C -2.64060 0.65843 0.97031  -0.736
C -3.55423 2.42498 2.36673  -0.404
O 1.99543 1.00329 -4.29072  -0.657
H 2.53972 2.58465 -1.62205  0.243
H -3.92651 0.32969 2.67124  0.390
H -0.37379 0.88631 -2.79097  0.327
C -3.42645 1.06949 2.05630  -0.716
N 2.16701 1.84473 -2.19782  -0.159
H -2.22465 -1.42670 1.01803  0.286
H 3.56704 2.79098 -5.06142  0.347
H 3.36929 1.98000 5.15186  0.279
H 1.16944 -0.95715 0.21330  0.053
C 3.34298 2.93917 -4.02619  -1.233
S 0.09497 -2.69403 1.19570  -0.595
H 2.83390 3.88441 -3.89993  0.303
C -1.25655 0.84369 -0.88560  0.522
O 3.62654 -0.47954 3.10838  -0.680
C 1.39751 -0.39499 2.16993  0.185
H 4.27524 2.95072 -3.44582  0.327
H 3.16468 3.32892 3.98406  0.373
C 2.61291 0.19556 2.93653  0.304

***

Entry 2:
A structure of composition C22H35NO2P2S2V at a distorted geometry. Source: OMol25; level of theory: ωB97M-V/def2-TZVPD.

Kohn-Sham gap (alpha / beta) in eV: 5.902 / 6.203
Largest force on an atom in hartree/bohr: 0.098
HOMO (alpha / beta) in eV: -5.99 / -6.27
Energy in Eh: -3487.28523
Relative energy (zero: lowest compared OMol25 entry of this formula, charge and spin) in eV: 2.152
2S+1: 4

Each line ends with the Löwdin spin population.
Cartesian coordinates (Å):
H -2.06209 1.93704 0.10929  0.003
H -2.20749 0.21633 1.08196  0.002
H -2.83123 -4.79192 1.78770  0.000
S 0.76001 1.17796 1.96563  0.002
C -5.20447 -1.30830 -2.72425  0.000
H -0.96764 -1.45131 2.76198  0.001
H -4.53353 -4.51521 1.31102  0.000
H -2.85257 -0.72499 -4.90189  0.001
H -1.05524 -5.99821 -0.55313  0.000
N 0.54946 0.61983 0.38085  0.021
C -3.16193 -1.49369 0.00137  0.006
H -0.20396 -3.40379 -2.40522  0.000
O -0.19645 2.21929 2.25886  0.002
C -3.61269 -5.06141 1.06038  0.000
H -4.18252 -1.79773 -5.43611  0.001
C -4.45892 -4.55932 -1.74159  0.000
C -0.46769 -2.96452 -0.31203  0.009
C -1.96310 -5.97423 -1.18690  0.000
H -4.88922 -4.05536 -3.81676  0.001
H 4.10706 1.88028 -1.30556  0.000
H -4.22007 -1.17259 0.15999  0.001
C -3.26215 -1.74717 -4.82117  0.006
C -1.13369 -1.55777 1.69696  0.018
H 2.92186 2.68397 3.50500  0.000
H 0.29396 -3.76771 -0.27711  0.001
C 3.20832 2.53467 2.46536  -0.001
C -2.84164 -1.23435 -1.45441  0.020
C 2.68423 1.60288 0.26092  0.005
H -2.48291 -6.94660 -1.11135  0.000
H -3.14361 -0.19074 -1.69496  0.003
P -3.65873 -2.17087 -3.08610  0.014
C -0.21111 -2.10913 0.87740  0.001
H -5.03087 -0.22099 -2.72343  0.000
H -5.60706 -1.63243 -1.75432  0.000
C -0.46220 -2.49871 -1.79144  0.011
H -3.12001 -0.91016 2.05389  0.001
H -1.09446 2.25382 -1.45142  0.009
C -4.04221 -3.95009 -3.10844  0.002
H 0.40662 -1.81820 -2.02790  0.002
H 5.64232 3.23868 0.18808  0.000
H -5.93545 -1.52366 -3.51427  0.000
C -1.71505 -1.84252 -2.31905  0.020
C 2.36573 1.84635 1.59662  0.007
P -3.02340 -4.60649 -0.59113  0.000
C 4.39336 3.06463 1.93337  0.008
C 1.59100 0.89845 -0.40957  0.059
H -2.83341 1.58691 -1.54170  0.004
S 1.27811 0.48147 -2.05355  0.013
H -3.14481 -2.57636 0.16832  0.001
H -2.54150 -2.47396 -5.23856  0.000
C 3.89181 2.09850 -0.25395  0.007
H -1.50302 -3.42312 -0.17622  0.000
H 5.04738 3.67123 2.55890  0.000
H 0.86121 -1.98556 1.05055  0.000
H -1.67600 -5.79231 -2.24061  0.000
C -2.39237 -0.87435 1.21228  0.009
H -1.40432 -1.35250 -3.29887  0.009
H -3.80782 -6.13904 1.15040  0.000
H -5.28664 -3.98459 -1.28137  0.000
O 0.91117 0.09338 2.91550  0.003
V -0.79220 -0.05270 -1.29624  2.717
H -3.19786 -4.49765 -3.56872  0.000
C -1.89471 1.65291 -0.94937  -0.001
H -4.81958 -5.59931 -1.86727  0.000
C 4.73155 2.81672 0.59339  -0.001

***

Entry 3:
The ion C5H10N with charge +1 at a distorted geometry. Source: OMol25; level of theory: ωB97M-V/def2-TZVPD.

Kohn-Sham gap in eV: 11.904
Largest force on an atom in hartree/bohr: 0.057
HOMO in eV: -15.37
Energy in Eh: -250.90279
Total charge: +1
Relative energy (zero: lowest compared OMol25 entry of this formula, charge and spin) in eV: 2.789

Each line ends with the Mulliken charge.
Cartesian coordinates (Å):
H -1.88994 -1.99587 -0.65582  0.319
H 2.03457 -0.48606 -0.69720  0.311
H -2.06568 -0.88472 0.86702  0.334
H -0.73702 -2.24414 0.82492  0.363
C -1.32797 -1.49994 0.25142  -0.859
H 0.19845 -0.00029 1.69799  0.345
N -0.37972 -0.48504 -0.24807  -0.129
H 2.55025 1.24660 0.21390  0.302
C 2.08596 0.14558 0.20506  -0.962
H 0.08601 -1.03716 -0.93205  0.320
H -1.90173 1.93237 -1.41100  0.319
C -1.09441 1.91468 -0.74566  -0.724
H -0.81532 2.93159 -0.51914  0.245
H 2.67753 -0.42354 0.99232  0.289
C 0.58927 0.29040 0.65479  0.216
C -0.40325 0.91552 -0.25656  0.311

***

Entry 4:
A structure of composition CHF3MgNO3PbS2 at a distorted geometry. Source: OMol25; level of theory: ωB97M-V/def2-TZVPD.

Kohn-Sham gap in eV: 4.686
Largest force on an atom in hartree/bohr: 0.130
HOMO in eV: -11.63
Energy in Eh: -1807.70172
Total charge: +1
Relative energy (zero: lowest compared OMol25 entry of this formula, charge and spin) in eV: 0.000

Each line ends with the Mulliken charge.
Cartesian coordinates (Å):
H -0.46133 3.00578 -2.66564  0.269
O -0.60207 -2.34911 1.12784  -0.454
O 0.73586 1.45284 -0.76545  -0.452
Pb -1.18913 1.89865 -0.35414  0.908
S 0.94776 0.39530 0.80389  0.053
S -1.50821 -1.11649 1.39438  0.538
F -1.90924 -2.24709 3.73432  -0.195
N -0.76998 0.28820 1.12600  -0.359
O -0.62009 3.20298 -1.74064  -0.745
Mg 1.23842 -2.05829 0.60966  1.074
C -1.41439 -1.11197 3.27318  0.804
F -2.12031 -0.09244 3.73227  -0.204
F -0.15203 -0.98919 3.66058  -0.237

***

Entry 5:
A structure of composition C25H20F5OP2ReS2Se4Te at a distorted geometry. Source: OMol25; level of theory: ωB97M-V/def2-TZVPD.

Kohn-Sham gap (alpha / beta) in eV: 6.537 / 6.421
Largest force on an atom in hartree/bohr: 0.022
HOMO (alpha / beta) in eV: -4.76 / -4.70
Energy in Eh: -12970.62955
Total charge: -1
Relative energy (zero: lowest compared OMol25 entry of this formula, charge and spin) in eV: 0.000
2S+1: 2

Each line ends with the Löwdin spin population.
Cartesian coordinates (Å):
F 1.09794 3.49163 1.70084  0.001
C 4.02010 -0.28319 1.98530  0.000
F -3.49160 3.51369 1.94092  0.019
H 1.37912 -1.79373 0.51645  0.000
C -0.99078 -0.86508 -2.45372  0.000
H 3.91900 1.47831 3.20733  0.000
C 1.26734 -0.00709 1.72161  -0.001
H -1.64378 -4.24422 -4.21772  0.000
C -0.96551 -3.27787 -2.42646  0.000
C -2.17512 -2.03620 1.09884  0.001
C 1.13321 0.92983 -1.66762  -0.001
H -0.77393 -4.20193 -1.89609  0.000
F 1.11511 5.98895 2.62324  0.010
C 3.36372 0.76038 2.61792  0.000
C 3.37317 0.23362 -2.16473  0.000
C -1.45435 -3.29904 -3.72489  0.000
Re -2.41274 2.24498 0.80474  0.781
H 5.09384 -0.38737 2.08292  0.000
H 0.93509 2.77603 -0.56524  0.000
C 1.93076 -1.06315 1.09589  0.000
H 4.05893 -0.48066 -2.60313  0.000
C 2.00614 0.00860 -2.23663  -0.001
H -0.37395 -2.05848 -0.77649  0.000
H -2.09728 -2.11878 -5.39779  0.000
S -1.37536 1.42896 2.87696  0.052
H -2.57354 -1.46227 0.27237  0.000
H 1.62655 -0.87783 -2.72861  0.000
Te -0.28309 4.92367 1.75451  0.024
C 1.61661 2.07083 -1.02911  -0.001
C -1.13842 -1.50292 1.85394  0.000
H 4.92690 1.52426 -1.44847  0.000
C -1.13802 -3.48040 3.23012  0.000
C -2.68694 -3.29030 1.40041  0.000
S -1.43003 2.21443 -2.72789  -0.018
F -1.23430 6.56852 1.29197  0.001
C 3.30282 -1.19575 1.22241  0.000
Se -4.68878 -0.15957 -0.93154  0.008
C -1.70897 -2.10721 -4.38749  0.000
H 0.17869 -1.81456 3.52457  0.000
C 3.85819 1.36205 -1.51658  -0.001
C -1.18444 0.80928 0.05371  -0.009
P -0.65126 0.68562 -1.56548  -0.006
C -1.47765 -0.89302 -3.75718  0.000
H -3.49592 -3.69558 0.80555  0.000
C -0.73541 -2.06524 -1.79585  0.000
Se -4.47212 0.77641 1.19492  0.015
H -2.56874 -4.99005 2.70456  0.000
H 1.47993 1.73466 2.95088  0.001
O -1.34256 3.75037 0.41966  0.120
P -0.52907 0.17944 1.51757  0.003
C -2.16847 -4.01256 2.46544  0.000
C -0.62456 -2.22937 2.92639  0.001
Se -3.14519 2.97989 -1.44390  -0.004
Se -4.98393 1.76559 -2.20152  0.002
H -1.69616 0.03281 -4.27043  0.000
H -0.73560 -4.04034 4.06490  0.000
C 1.98868 0.90368 2.48631  0.002
H 3.81174 -2.01251 0.72561  0.000
H 3.34890 3.15289 -0.42544  0.000
C 2.98259 2.27944 -0.94853  0.000
F 0.63251 5.37748 0.16977  0.001

***

Entry 6:
A structure of composition C24H22BClN6ORhS2 at a distorted geometry. Source: OMol25; level of theory: ωB97M-V/def2-TZVPD.

Kohn-Sham gap (alpha / beta) in eV: 5.536 / 5.206
Largest force on an atom in hartree/bohr: 0.024
HOMO (alpha / beta) in eV: -8.73 / -11.01
Energy in Eh: -2723.34678
Total charge: +1
2S+1: 5

Each line ends with the Löwdin spin population.
Cartesian coordinates (Å):
H 3.51042 0.86948 5.01868  -0.003
H 5.01512 1.66368 3.23918  0.005
H -5.19018 -3.24362 1.68188  0.003
H -2.59338 -4.05162 -2.90282  0.000
C -1.11928 -1.04952 -2.80342  0.015
H 2.07972 3.30758 1.00748  0.000
S -1.24278 1.14898 -0.06772  0.320
H 1.46462 -0.34502 4.50238  0.008
C -2.04718 -2.06652 1.05418  0.160
O -1.25038 -1.98012 0.05098  0.307
C -3.31068 -2.66812 0.85348  0.132
C 4.19352 1.08648 -0.72372  -0.010
Rh 0.36662 -0.83242 -0.07292  1.313
C -0.49498 -0.96922 2.71538  0.322
N -1.73018 0.11668 -3.04132  0.006
C 1.01222 3.16678 0.83638  0.002
C 4.60302 1.33528 0.56728  0.037
N 0.56852 -0.82762 1.93018  0.204
H -3.75108 0.62348 -3.43352  0.001
H -0.45308 -0.51422 3.69988  0.018
C -3.22728 -1.50682 -3.15502  0.005
H -4.11628 -2.09512 -3.26282  0.000
N -0.10838 2.05018 -2.38672  0.024
H 2.25942 4.10138 -1.47832  0.002
H -0.44328 1.26108 -4.43882  0.001
S 0.53512 -1.24512 -2.39792  0.143
H -1.01468 -3.72702 -3.64092  0.001
H -1.18368 -3.67392 -1.87932  0.000
C -2.70058 -1.69692 3.37998  0.115
H 5.53182 1.84438 0.76748  0.002
H -1.94428 2.26408 -3.60802  0.001
C -1.72808 -1.57112 2.37818  0.138
C 2.60152 0.20498 1.32258  0.011
C -3.04398 -0.15732 -3.24172  0.008
N 2.21872 -0.02162 0.03998  -0.012
C 3.80002 0.89768 1.64168  -0.001
N 0.78292 2.87308 -0.55192  0.022
H 0.65082 2.33568 1.44328  0.001
C 3.00932 0.39998 -0.95412  0.043
C 0.90242 2.88798 -2.73782  0.016
C -4.23478 -2.78192 1.85998  0.101
C 2.09412 -0.00622 3.69458  0.090
H 1.14782 3.06138 -3.76372  0.001
N -2.01008 -2.06012 -2.90122  0.008
C -0.16508 2.03948 -1.05142  0.018
C 4.11322 1.12528 2.99278  0.091
Cl -5.07258 -2.41982 4.39808  0.090
C -1.68588 -3.45862 -2.82242  0.003
C 3.26552 0.67278 3.98678  -0.007
C 1.72752 -0.24122 2.35748  -0.002
H 4.79332 1.39008 -1.56602  -0.001
C -3.92508 -2.28672 3.13278  0.211
H 0.47652 4.07388 1.12838  0.001
H 2.70072 0.16908 -1.96352  0.003
H -3.53688 -3.01912 -0.14102  0.003
C 1.45772 3.40638 -1.60882  0.024
H -2.47958 -1.32852 4.36908  0.000
B -1.07858 1.46788 -3.45362  0.005